The following is a quantum chemistry calculation of 2 unconnected molecules or ions with the total composition C4H4Br2NO4 at a distorted geometry, from the OMol25 dataset.

Charge   -1
Lowest unoccupied orbital energy   0.1118 hartree
Spin multiplicity   1
HOMO   -4.9 eV

Each line ends with the Löwdin charge.
Positions of all 15 atoms, in Å:
C (0.194, 1.316, -0.571)  -0.656
C (-1.087, -1.654, -0.426)  -0.637
C (0.854, 1.623, 0.539)  -0.553
C (-0.028, -1.161, 0.711)  -0.772
N (-0.463, -0.952, 1.806)  0.122
O (0.731, 0.952, -1.755)  0.032
O (-1.548, -0.829, -1.315)  -0.107
O (-1.099, 1.466, -0.359)  0.027
O (-1.270, -2.902, -0.380)  -0.043
Br (2.741, 1.891, 0.467)  0.585
Br (1.735, -1.669, 0.175)  0.705
H (0.420, 2.120, 1.331)  0.031
H (0.122, -1.026, 2.613)  0.058
H (-1.656, 0.745, -0.827)  0.105
H (0.355, 0.080, -2.008)  0.104